The following is a DFT calculation (ωB97M-V with the def2-TZVPD basis set) of a molecular structure, C15H18CeN8O2 in a non-equilibrium geometry.

Last column: Mulliken charge in e.
CARTESIAN COORDINATES (ANGSTROEM)
N -2.768 -1.164 3.824  -0.42
C -2.653 -2.200 4.317  0.42
C -2.736 -3.399 5.093  -0.82
H -2.586 -4.327 4.499  0.29
H -3.743 -3.397 5.540  0.31
H -1.985 -3.371 5.899  0.32
N -0.702 3.888 -0.154  -0.44
C -0.465 5.012 -0.020  0.34
C -0.235 6.429 0.121  -0.73
H -1.170 6.897 0.486  0.31
H 0.050 6.831 -0.868  0.31
H 0.580 6.580 0.848  0.30
N 1.823 -0.702 -4.914  -0.43
C 2.303 -1.762 -4.778  0.48
C 2.899 -3.028 -4.874  -0.83
H 3.988 -2.897 -4.928  0.32
H 2.575 -3.468 -5.828  0.32
H 2.675 -3.748 -4.053  0.27
Ce -0.847 -0.453 -0.691  0.23
C 1.362 1.061 -0.934  0.32
O 2.340 1.477 -0.505  -0.04
C -0.081 0.538 1.453  0.40
O 0.842 0.487 2.138  -0.02
C -3.077 -0.537 -0.112  -0.30
C -2.741 -1.740 -0.794  -0.24
C -2.105 -1.697 -2.065  -0.22
C -1.761 -0.424 -2.670  -0.34
C -2.179 0.782 -2.004  -0.31
C -2.844 0.709 -0.743  -0.30
H -3.480 -0.631 0.907  0.63
H -2.960 -2.686 -0.278  0.66
H -1.715 -2.610 -2.547  0.57
H -1.000 -0.439 -3.472  0.67
H -1.916 1.780 -2.367  0.63
H -3.129 1.652 -0.273  0.60
N 3.843 -2.316 0.239  -0.48
N 2.480 -2.134 0.404  0.87
N 1.892 -3.040 1.246  -0.57
C 0.649 -2.998 0.851  -0.23
N 0.457 -2.146 -0.173  0.24
N 1.710 -1.660 -0.540  -0.26
H 4.289 -1.446 0.007  0.31
H 4.144 -2.702 1.123  0.36
H -0.194 -3.580 1.213  0.52

Its energy above the lowest of the compared OMol25 structures with the same formula, charge and spin is 1023.21 kJ/mol. The orbital gap (alpha / beta) is 2.8 / 2.8 eV. For the max |F|, the calculation gives 17.80 eV Å⁻¹. The total energy comes out at -1643.9469 hartree. Its charge is +4. The multiplicity is 1.